The following is a quantum chemistry calculation of a 2-piece molecular cluster, CH4N3O2 overall at a distorted geometry, from OMol25.

Properties
total energy: -355.1814 a.u.
highest occupied orbital energy (spin up / spin down): -1.6 / -1.6 eV
energy relative to the best compared isomer or geometry (same formula, charge and spin): 1.943 eV
lowest unoccupied orbital energy (spin up / spin down): 3.882 / 3.882 eV
Kohn-Sham gap (spin up / spin down): 5.44 / 5.44 eV
net charge: -1

Last columns: bonded neighbours and bond lengths (Å).
Geometry (Å):
1 C -1.8385 0.1899 -0.1689  O5 1.181, O6 1.193
2 N 0.9679 -0.4192 -1.2385  N4 1.429, H7 1.050, H8 1.120
3 N 0.9734 0.0812 1.1041  N4 1.521, H9 1.040, H10 1.043
4 N 0.5656 -0.9227 0.0373  N2 1.429, N3 1.521
5 O -2.4794 -0.1224 0.7729  C1 1.181
6 O -1.4960 0.8369 -1.1106  C1 1.193
7 H 1.7963 0.2169 -1.1315  N2 1.050
8 H 0.1335 0.2771 -1.5096  N2 1.120
9 H 1.3643 -0.5154 1.8609  N3 1.040
10 H 0.0129 0.3777 1.3840  N3 1.043